1.
Density functional theory data (wB97M-V/def2-TZVPD) for a structure of composition C31H81AsF6N7O5 in a non-equilibrium geometry.

The geometry in XYZ format:
```
131
Properties=species:S:1:pos:R:3:mulliken_charge:R:1
As 7.61 11.58 2.92 2.0626
F 7.66 12.14 4.66 -0.5274
F 6.19 10.53 3.29 -0.5215
F 7.58 10.93 1.27 -0.4899
F 9.04 12.60 2.52 -0.5047
F 8.74 10.24 3.39 -0.5203
F 6.46 12.94 2.44 -0.5025
C 11.58 9.85 8.53 -0.8098
N 12.56 10.18 9.73 -0.1106
C 11.98 11.43 10.46 -0.8725
C 12.73 9.06 10.73 -1.1026
C 13.94 10.61 9.09 -0.4298
C 14.81 9.36 8.76 -0.5816
O 14.36 8.74 7.61 -0.4964
H 10.64 9.43 8.90 0.3133
H 12.15 9.15 7.92 0.3539
H 11.35 10.79 8.02 0.4061
H 10.92 11.44 10.69 0.3382
H 12.16 12.26 9.77 0.3976
H 12.60 11.55 11.34 0.4122
H 13.44 9.28 11.52 0.3653
H 12.87 8.13 10.18 0.4530
H 11.75 9.14 11.21 0.4456
H 14.49 11.17 9.84 0.4038
H 13.65 11.23 8.24 0.3886
H 14.77 8.73 9.65 0.4017
H 15.83 9.70 8.57 0.4026
H 14.81 7.90 7.51 0.3219
C 6.01 1.63 4.03 -0.8356
N 6.90 1.72 5.30 -0.2032
C 6.05 1.52 6.57 -0.8591
C 8.02 0.68 5.28 -0.8430
C 7.55 3.14 5.46 -0.6429
C 6.66 4.34 5.34 -0.5076
O 6.56 4.72 4.01 -0.4780
H 5.33 2.48 4.00 0.3688
H 5.45 0.70 4.16 0.4106
H 6.56 1.50 3.10 0.3222
H 5.26 2.27 6.50 0.4155
H 6.63 1.78 7.46 0.3741
H 5.52 0.57 6.55 0.3742
H 8.66 0.97 6.12 0.3757
H 8.61 0.96 4.40 0.4029
H 7.78 -0.38 5.24 0.3540
H 8.34 3.21 4.71 0.4535
H 8.08 3.05 6.41 0.5531
H 7.10 5.04 6.05 0.4172
H 5.68 4.04 5.72 0.2480
H 6.43 5.67 3.93 0.2999
C 11.78 18.36 4.22 -0.9256
N 12.99 17.67 4.81 -0.0196
C 13.82 18.72 5.55 -0.9655
C 12.53 16.55 5.85 -0.8697
C 13.76 16.95 3.63 -0.4209
C 15.20 16.65 3.89 -0.5980
O 15.41 15.73 4.96 -0.4883
H 11.20 18.84 5.01 0.3658
H 11.20 17.59 3.71 0.3889
H 12.16 19.19 3.62 0.4545
H 13.20 19.31 6.22 0.3925
H 14.24 19.41 4.82 0.4474
H 14.65 18.34 6.14 0.3376
H 13.35 15.86 6.07 0.3149
H 11.74 16.01 5.33 0.4116
H 12.15 16.97 6.78 0.3493
H 13.64 17.66 2.81 0.3601
H 13.28 15.99 3.42 0.3282
H 15.70 17.60 4.06 0.3991
H 15.69 16.15 3.06 0.4168
H 16.36 15.72 5.11 0.3210
C 1.22 13.56 8.38 -0.9005
N 2.24 12.35 8.51 -0.1195
C 1.55 11.14 9.22 -0.8613
C 2.63 11.96 7.07 -0.9102
C 3.60 12.62 9.32 -0.4684
C 4.23 13.93 8.99 -0.5281
O 3.46 15.05 9.38 -0.5171
H 0.97 13.92 9.38 0.4028
H 0.33 13.24 7.85 0.3877
H 1.74 14.35 7.83 0.3943
H 0.53 11.00 8.86 0.3584
H 1.42 11.25 10.30 0.3734
H 2.10 10.27 8.86 0.3848
H 3.41 11.21 7.22 0.4090
H 3.16 12.85 6.72 0.3885
H 1.79 11.63 6.47 0.3353
H 4.25 11.82 8.96 0.3626
H 3.40 12.38 10.36 0.4358
H 4.56 14.08 7.96 0.3724
H 5.16 13.87 9.57 0.3757
H 3.94 15.87 9.25 0.3254
C 1.84 6.35 -2.61 -0.8727
N 2.63 6.25 -1.28 -0.1884
C 2.95 4.75 -1.27 -0.8957
C 3.84 7.13 -1.43 -0.9234
C 1.76 6.67 -0.10 -0.4526
C 1.39 8.15 -0.10 -0.6720
O 0.62 8.59 -1.16 -0.4957
H 1.76 7.42 -2.84 0.4528
H 0.89 5.84 -2.47 0.3586
H 2.42 5.76 -3.31 0.4130
H 3.54 4.61 -0.37 0.3904
H 3.57 4.54 -2.15 0.4132
H 2.06 4.14 -1.23 0.3696
H 4.52 7.22 -0.58 0.3478
H 3.47 8.13 -1.68 0.4253
H 4.43 6.78 -2.28 0.3726
H 2.41 6.48 0.75 0.3678
H 1.00 5.89 -0.09 0.4669
H 2.17 8.90 0.01 0.3920
H 0.79 8.13 0.82 0.3977
H -0.32 8.41 -1.09 0.3337
C 14.83 9.80 0.99 -1.0001
C 13.35 10.04 0.62 -0.4731
N 12.83 8.90 -0.09 0.2142
C 12.51 7.61 0.33 -0.3680
C 11.99 6.90 -0.70 -0.3864
N 11.97 7.71 -1.79 0.1031
C 12.42 8.93 -1.42 -0.1119
C 11.36 7.30 -3.07 -0.7770
H 15.05 8.79 1.36 0.3193
H 14.97 10.45 1.86 0.3340
H 15.59 10.10 0.27 0.3300
H 13.23 10.96 0.06 0.3030
H 12.79 10.24 1.53 0.3381
H 12.62 7.32 1.37 0.4160
H 11.64 5.88 -0.69 0.4149
H 12.50 9.77 -2.09 0.3708
H 10.27 7.34 -3.00 0.3371
H 11.53 6.24 -3.28 0.3288
H 11.76 7.94 -3.85 0.3083
```

Largest force on an atom in eV/A: 4.9
E_tot in eV: -131226.9944
Total charge: +5
HOMO energy in eV: -18.58
LUMO level in eV: -8.05
ΔE to the lowest compared entry with this formula, charge and spin in kJ/mol: 0.0


2.
Density functional theory data (wB97M-V/def2-TZVPD) for a cluster of 4 separate species, C4H16O4 in total.

The geometry in XYZ format:
```
24
Properties=species:S:1:pos:R:3:nbo_charge:R:1
C 0.04 -0.76 -1.81 -0.2518
O 1.18 -1.04 -0.99 -0.7244
H 0.28 -0.93 -2.86 0.1581
H -0.74 -1.45 -1.48 0.1941
H -0.29 0.27 -1.66 0.1667
H 1.93 -0.58 -1.39 0.4567
C -3.58 -0.31 -1.26 -0.2478
O -3.05 -0.69 0.00 -0.7424
H -3.81 -1.20 -1.84 0.1730
H -4.51 0.26 -1.14 0.1609
H -2.88 0.30 -1.84 0.1639
H -2.36 -0.07 0.24 0.4864
C -1.44 1.25 1.99 -0.2690
O -1.10 1.41 0.61 -0.7463
H -0.82 0.48 2.45 0.1850
H -1.31 2.18 2.55 0.1743
H -2.49 0.97 2.11 0.1822
H -0.81 2.32 0.52 0.4815
C 4.06 -0.43 0.70 -0.2509
O 4.65 0.10 1.87 -0.7205
H 4.60 -0.15 -0.21 0.1500
H 3.97 -1.52 0.75 0.1678
H 3.05 -0.02 0.61 0.1879
H 5.44 -0.40 2.08 0.4646
```

Largest force on an atom in eV/A: 0.6
E_tot in eV: -12595.4407
Total charge: 0
HOMO energy in eV: -10.00
LUMO level in eV: 0.59
ΔE to the lowest compared entry with this formula, charge and spin in kJ/mol: 231.2
SMILES: CO.CO.CO.CO


3.
Density functional theory data (wB97M-V/def2-TZVPD) for the molecule CH4N4O in a non-equilibrium geometry.

The geometry in XYZ format:
```
10
Properties=species:S:1:pos:R:3:nbo_charge:R:1
C 1.30 0.23 0.18 -0.4188
N -0.67 -0.81 1.10 -0.0012
N -1.85 -0.84 0.81 0.0879
N -0.83 -0.06 -1.10 -0.1799
N 0.09 -0.50 0.05 -0.1479
O -2.07 -0.28 -0.50 -0.2689
H 1.08 1.32 0.13 0.1684
H 1.63 0.03 1.13 0.2310
H 2.00 0.00 -0.62 0.2185
H -0.67 0.90 -1.17 0.3110
```

Largest force on an atom in eV/A: 3.3
E_tot in eV: -9104.2166
Total charge: 0
HOMO energy in eV: -8.70
LUMO level in eV: 0.79
ΔE to the lowest compared entry with this formula, charge and spin in kJ/mol: 383.4
SMILES: CN1N=NON1


4.
Density functional theory data (wB97M-V/def2-TZVPD) for the ion C6H5O5PS with charge -2 in a non-equilibrium geometry.

The geometry in XYZ format:
```
18
Properties=species:S:1:pos:R:3:nbo_charge:R:1
C -0.41 0.50 0.04 -0.4955
C -0.66 -0.28 -1.04 -0.1125
C -1.51 0.53 0.98 -0.1592
C -1.70 -1.13 -1.22 -0.3836
C -2.67 -0.08 0.79 -0.3351
C -2.87 -1.08 -0.36 -0.2331
O 2.46 0.84 -1.74 -1.1731
O 2.47 1.92 0.64 -1.1672
O 4.07 -0.05 -0.02 -1.1541
O 1.50 -0.49 2.13 -0.9159
O 1.51 -1.94 0.18 -0.9155
P 2.85 0.80 -0.31 2.2463
S 1.35 -0.56 0.68 1.7001
H 0.38 1.35 -0.06 0.3247
H -0.04 -0.09 -1.96 0.2305
H -1.36 1.18 1.99 0.1884
H -1.83 -1.47 -2.20 0.1773
H -3.53 0.05 1.48 0.1777
```

Largest force on an atom in eV/A: 4.9
E_tot in eV: -36662.6780
Total charge: -2
HOMO energy in eV: -1.24
LUMO level in eV: 5.54
ΔE to the lowest compared entry with this formula, charge and spin in kJ/mol: 341.3


5.
Density functional theory data (wB97M-V/def2-TZVPD) for a cluster of 2 separate species, C3H4N3 in total in a non-equilibrium geometry.

The geometry in XYZ format:
```
10
Properties=species:S:1:pos:R:3:nbo_charge:R:1
C -1.77 1.19 0.27 -0.3758
C -1.88 -0.02 -0.38 0.5041
C 0.23 -0.38 -0.73 -0.0523
N 0.34 2.02 0.94 0.1971
N -0.61 1.58 0.63 0.1161
N -2.54 -1.00 -0.48 -0.4997
H -2.70 1.90 0.32 0.3274
H 1.03 -1.25 -1.06 0.1970
H 0.65 0.50 -1.25 0.1168
H -2.60 -1.95 -0.85 0.4694
```

Largest force on an atom in eV/A: 4.4
E_tot in eV: -7630.8694
Total charge: +1
HOMO energy (spin up / spin down) in eV: -14.47 / -14.47
LUMO level (spin up / spin down) in eV: -7.06 / -7.07
ΔE to the lowest compared entry with this formula, charge and spin in kJ/mol: 524.6


6.
Density functional theory data (wB97M-V/def2-TZVPD) for a cluster of 4 separate species, C3H14NO3S in total in a non-equilibrium geometry.

The geometry in XYZ format:
```
22
Properties=species:S:1:pos:R:3:nbo_charge:R:1
C -0.96 -1.04 -1.14 -0.6185
C -0.86 0.38 -0.59 -0.0750
C -1.41 0.52 0.86 -0.5544
S -0.24 1.22 2.07 -0.7131
N 0.50 0.83 -0.85 -0.8714
H -1.92 -1.43 -1.50 0.2020
H -0.62 -1.77 -0.37 0.1882
H -0.26 -1.24 -1.94 0.2101
H -1.54 1.03 -1.19 0.1691
H -2.28 1.14 0.86 0.1880
H -1.71 -0.53 1.13 0.1626
H 0.63 1.81 -0.65 0.3665
H 1.19 0.37 -0.27 0.3646
H 0.18 -1.41 1.60 0.4937
H 0.73 -1.56 3.04 0.4919
O 0.58 -2.04 2.20 -0.9948
H 2.95 -1.21 1.41 0.4723
H 2.72 -2.36 2.28 0.4819
O 3.43 -1.74 2.05 -0.9597
H -0.47 3.71 -2.71 0.4628
H -0.17 2.25 -2.91 0.4888
O -0.47 3.05 -3.40 -0.9557
```

Largest force on an atom in eV/A: 1.6
E_tot in eV: -21807.1721
Total charge: -1
HOMO energy in eV: -3.16
LUMO level in eV: 3.55
ΔE to the lowest compared entry with this formula, charge and spin in kJ/mol: 112.2